{"formula": "C33H47N7O6S3SiW", "method": "ωB97M-V/def2-TZVPD", "elements": ["W", "C", "Si", "C", "C", "C", "C", "C", "C", "N", "C", "S", "H", "H", "H", "H", "H", "H", "H", "H", "H", "H", "H", "H", "N", "C", "N", "C", "C", "C", "C", "C", "C", "H", "H", "H", "H", "H", "H", "C", "C", "C", "C", "N", "C", "S", "N", "C", "C", "C", "C", "H", "H", "H", "H", "H", "H", "H", "H", "H", "H", "H", "H", "H", "H", "H", "H", "H", "H", "H", "H", "O", "C", "O", "C", "C", "C", "C", "C", "C", "N", "O", "O", "N", "O", "O", "H", "H", "H", "C", "S", "C", "H", "H", "H", "H", "H", "H"], "coordinates": [[-1.321, -0.610, -0.116], [-2.538, 5.497, 2.337], [-2.941, 4.889, 0.621], [-2.848, 6.263, -0.630], [-4.602, 4.048, 0.575], [-1.524, 3.671, 0.176], [-0.266, 4.197, -0.099], [0.814, 3.383, -0.442], [0.641, 2.024, -0.458], [-0.544, 1.473, -0.139], [-1.597, 2.278, 0.113], [-2.963, 1.225, 0.270], [-3.255, 6.260, 2.649], [-1.543, 5.947, 2.382], [-2.577, 4.690, 3.072], [-3.656, 6.976, -0.454], [-2.956, 5.891, -1.651], [-1.911, 6.820, -0.569], [-5.371, 4.801, 0.769], [-4.709, 3.278, 1.341], [-4.826, 3.605, -0.397], [-0.118, 5.271, -0.073], [1.772, 3.807, -0.705], [1.434, 1.351, -0.751], [-0.066, -4.752, -0.824], [-0.104, -3.424, -0.977], [-0.997, -2.849, -0.198], [-1.603, -3.898, 0.523], [-2.630, -3.922, 1.469], [-2.991, -5.143, 1.993], [-2.368, -6.337, 1.595], [-1.368, -6.337, 0.650], [-1.007, -5.099, 0.130], [0.539, -5.380, -1.329], [0.564, -2.917, -1.649], [-3.160, -3.028, 1.748], [-3.791, -5.189, 2.719], [-2.690, -7.273, 2.031], [-0.890, -7.252, 0.326], [5.593, 4.497, 0.146], [5.529, 3.230, 0.988], [4.149, 2.582, 0.943], [4.092, 1.311, 1.781], [2.788, 0.641, 1.746], [2.380, -0.204, 0.812], [0.935, -1.137, 1.164], [3.117, -0.383, -0.274], [3.068, -1.513, -1.213], [4.455, -2.125, -1.408], [4.858, -3.143, -0.344], [4.906, -2.603, 1.082], [6.582, 4.950, 0.194], [4.873, 5.238, 0.497], [5.377, 4.285, -0.903], [5.783, 3.459, 2.027], [6.280, 2.513, 0.642], [3.882, 2.369, -0.100], [3.396, 3.282, 1.317], [4.299, 1.541, 2.825], [4.854, 0.591, 1.470], [2.164, 0.755, 2.528], [3.949, 0.188, -0.349], [2.669, -1.156, -2.161], [2.384, -2.245, -0.789], [5.199, -1.322, -1.464], [4.473, -2.601, -2.390], [5.839, -3.538, -0.611], [4.171, -3.994, -0.386], [5.557, -1.726, 1.152], [5.301, -3.354, 1.764], [3.914, -2.331, 1.453], [-5.138, -2.233, -0.406], [-4.059, -1.818, -0.693], [-3.154, -1.400, 0.211], [-3.462, -1.749, -2.059], [-3.899, -2.420, -3.171], [-3.081, -2.441, -4.311], [-1.825, -1.896, -4.345], [-1.416, -1.251, -3.181], [-2.220, -1.105, -2.054], [-0.108, -0.811, -2.943], [0.112, -0.499, -1.705], [0.766, -0.725, -3.766], [-3.557, -3.166, -5.515], [-4.664, -3.643, -5.457], [-2.798, -3.211, -6.455], [-4.840, -2.955, -3.174], [-1.188, -2.000, -5.213], [-2.222, 0.035, -1.613], [-3.346, -0.697, 3.009], [-1.613, -0.724, 2.492], [-1.106, 0.895, 3.104], [-3.992, -0.342, 2.213], [-3.412, -0.044, 3.877], [-3.625, -1.704, 3.304], [-1.086, 0.846, 4.191], [-1.805, 1.656, 2.767], [-0.110, 1.104, 2.724]], "mulliken_charge": [0.460, -1.066, 0.065, -1.100, -0.969, 0.466, -0.060, -1.804, -0.180, 0.105, 0.419, -0.424, 0.377, 0.363, 0.310, 0.363, 0.349, 0.351, 0.409, 0.265, 0.344, 0.380, 0.584, 0.557, 0.027, -1.073, 0.984, 0.245, -0.197, -1.145, -0.660, -1.201, 0.821, 0.285, 0.678, 0.122, 0.486, 0.420, 0.466, -1.298, -0.615, 0.067, -1.413, 0.161, -0.080, -0.358, 0.350, 0.022, -1.140, -0.489, -0.775, 0.401, 0.322, 0.331, 0.359, 0.366, 0.187, 0.457, 0.611, 0.165, 0.343, 0.281, 0.045, 0.068, 0.398, 0.393, 0.451, 0.241, 0.167, 0.459, 0.103, -0.583, 0.159, -0.201, -0.438, -0.568, -0.666, -0.638, 0.095, 1.164, 0.829, -0.322, -0.642, 1.051, -0.575, -0.598, 0.647, 0.679, 0.441, -0.993, 0.640, -0.615, 0.234, 0.506, 0.403, 0.589, 0.171, -0.167], "charge": 2, "e_homo_ev": [-13.4558, -13.4554], "e_tot_ev": -99893.510, "de_lowest_kcal_mol": 0.0}